DFT (ωB97M-V/def2-TZVPD) results for a cluster of 2 separate species, C4H6F2 in total in a non-equilibrium geometry.

Values from the calculation:
Highest occupied orbital energy (alpha / beta): -7.90 / -8.56 eV
Energy relative to the best compared isomer or geometry (same formula, charge and spin): 76.0 kcal per mole
Kohn-Sham gap (alpha / beta): 8.32 / 8.53 eV

Last column: Mulliken charge in e.
Geometry (Å):
C 1.77 0.96 -0.31  -0.82
C 1.02 -0.09 -0.69  0.44
C 0.42 -0.98 0.21  -1.13
C -1.97 -0.02 0.49  0.18
F -2.70 -0.73 -0.39  -0.20
F -1.84 1.24 0.07  -0.21
H 2.24 1.62 -1.02  0.27
H 1.93 1.17 0.74  0.25
H 0.87 -0.28 -1.75  0.29
H -0.03 -1.89 -0.13  0.36
H 0.62 -0.89 1.27  0.33
H -2.33 -0.10 1.51  0.23

=====

DFT (ωB97M-V/def2-TZVPD) results for a cluster of 10 separate species, C40H64F12O20 in total in a non-equilibrium geometry.

Values from the calculation:
Highest occupied orbital energy: -8.49 eV
Energy relative to the best compared isomer or geometry (same formula, charge and spin): 0.0 kcal per mole
Structure (SMILES): CCOC(=O)C(F)(F)F.CCOC(=O)C(F)(F)F.CCOC(=O)C(F)(F)F.CCOC(=O)C(F)(F)F.O=C1CCCO1.O=C1CCCO1.O=C1CCCO1.O=C1CCCO1.COCCOC.COCCOC
Kohn-Sham gap: 8.71 eV

Last column: Mulliken charge in e.
Geometry (Å):
C 2.55 4.38 4.50  -0.84
O 1.80 3.33 3.99  -0.11
C 1.00 3.69 2.84  0.18
C -0.29 4.33 3.29  0.25
O -0.23 5.73 3.41  -0.42
C -1.54 6.25 3.69  -0.74
H 1.93 5.21 4.86  0.31
H 3.20 4.89 3.77  0.21
H 3.13 4.07 5.37  0.30
H 0.86 2.73 2.36  -0.55
H 1.57 4.38 2.21  0.44
H -0.74 3.83 4.16  0.44
H -0.98 4.02 2.49  -0.24
H -2.30 5.77 3.08  0.31
H -1.53 7.31 3.46  0.25
H -1.67 6.13 4.77  0.30
C -1.24 -1.54 4.92  -0.17
O -1.22 -0.41 5.81  -0.50
C -0.24 0.54 5.51  0.05
C 1.25 0.14 5.45  -0.37
O 1.52 -0.91 4.53  -0.44
C 1.50 -0.70 3.15  -0.13
H -2.21 -2.02 4.97  0.24
H -0.45 -2.19 5.31  0.33
H -0.96 -1.21 3.92  -0.14
H -0.26 1.34 6.26  0.39
H -0.53 1.09 4.60  -0.13
H 1.54 -0.32 6.39  0.32
H 1.81 1.06 5.29  0.22
H 0.60 -0.15 2.82  -0.10
H 1.48 -1.62 2.57  0.23
H 2.35 -0.08 2.84  0.30
O -3.76 -4.18 2.96  -0.63
C -3.38 -4.73 1.97  0.55
O -3.95 -4.57 0.79  -0.38
C -3.39 -5.42 -0.25  0.19
C -2.15 -6.06 0.36  -0.39
C -2.16 -5.61 1.85  -0.73
H -3.22 -4.76 -1.09  -0.16
H -4.07 -6.23 -0.51  0.46
H -1.18 -5.78 -0.05  0.08
H -2.13 -7.15 0.27  0.52
H -1.23 -5.05 1.94  0.19
H -1.99 -6.43 2.54  0.37
O -0.96 0.34 -5.05  -0.56
C -1.83 -0.39 -5.41  0.56
O -1.81 -0.98 -6.64  -0.39
C -2.94 -1.85 -6.82  -0.35
C -3.87 -1.65 -5.60  -0.54
C -3.11 -0.70 -4.68  0.09
H -2.53 -2.86 -6.81  0.20
H -3.45 -1.70 -7.77  0.31
H -4.14 -2.61 -5.19  0.13
H -4.80 -1.18 -5.93  0.38
H -3.00 -1.13 -3.69  -0.20
H -3.71 0.20 -4.59  0.43
O -4.28 5.94 0.92  -0.62
C -3.36 5.50 0.33  0.41
O -2.95 4.22 0.52  -0.23
C -1.83 3.86 -0.28  0.60
C -1.36 5.17 -0.94  -0.71
C -2.48 6.17 -0.69  -0.49
H -2.21 3.15 -1.02  0.35
H -1.01 3.39 0.27  -0.42
H -1.13 5.03 -1.99  0.40
H -0.46 5.51 -0.43  0.23
H -3.02 6.50 -1.58  0.28
H -2.04 7.09 -0.33  0.27
O -1.94 1.64 2.07  -0.27
C -2.89 0.92 1.95  0.02
O -3.18 -0.02 2.86  -0.34
C -4.31 -0.80 2.52  -0.09
C -4.70 -0.42 1.10  -0.44
C -4.00 0.95 0.89  0.06
H -5.19 -0.66 3.16  0.30
H -4.15 -1.87 2.66  -0.08
H -5.78 -0.27 1.03  0.40
H -4.36 -1.10 0.32  0.03
H -4.59 1.82 1.18  0.37
H -3.60 0.97 -0.11  -0.05
C 2.25 -1.15 -4.25  -0.74
C 2.90 -2.02 -3.19  0.35
O 4.32 -1.91 -3.25  -0.39
C 4.83 -0.82 -2.71  0.33
O 4.20 0.09 -2.27  -0.52
C 6.36 -0.89 -2.61  0.77
F 6.94 0.11 -3.33  -0.25
F 6.71 -0.71 -1.31  -0.24
F 6.84 -2.07 -3.05  -0.25
H 2.33 -1.57 -5.26  0.35
H 2.82 -0.22 -4.31  0.28
H 1.21 -0.92 -4.03  0.02
H 2.60 -3.05 -3.41  0.35
H 2.46 -1.86 -2.21  -0.09
C 0.71 -7.34 -3.57  -0.95
C -0.43 -7.61 -4.53  -0.33
O -1.36 -6.53 -4.55  -0.34
C -2.18 -6.44 -3.54  0.37
O -2.27 -7.24 -2.66  -0.54
C -3.10 -5.21 -3.56  0.83
F -2.82 -4.44 -4.61  -0.22
F -4.37 -5.58 -3.62  -0.30
F -2.88 -4.50 -2.45  -0.28
H 1.33 -6.54 -3.98  0.27
H 1.41 -8.18 -3.53  0.39
H 0.42 -7.13 -2.54  0.27
H -0.93 -8.59 -4.51  0.34
H -0.07 -7.75 -5.56  0.36
C 7.38 6.41 2.17  -1.24
C 6.84 5.01 2.47  -0.20
O 5.90 4.63 1.48  -0.22
C 5.58 3.34 1.47  0.19
O 6.15 2.49 2.05  -0.52
C 4.47 3.02 0.46  1.14
F 5.01 2.41 -0.61  -0.23
F 3.61 2.15 1.01  -0.25
F 3.84 4.12 0.05  -0.27
H 8.09 6.77 2.91  0.39
H 6.51 7.06 2.09  0.31
H 7.82 6.37 1.17  0.32
H 6.34 5.10 3.45  0.26
H 7.66 4.30 2.59  0.35
C 1.36 1.57 -1.17  -1.09
C 1.27 0.44 -0.16  0.98
O 0.94 -0.78 -0.85  -0.35
C -0.34 -1.02 -1.07  0.02
O -1.19 -0.22 -0.90  -0.42
C -0.58 -2.45 -1.57  0.58
F -1.19 -3.17 -0.62  -0.07
F -1.27 -2.37 -2.70  -0.05
F 0.58 -3.08 -1.82  -0.29
H 0.50 1.63 -1.82  0.50
H 2.28 1.52 -1.75  0.05
H 1.35 2.46 -0.53  0.22
H 0.55 0.66 0.63  -0.51
H 2.20 0.40 0.41  0.31

=====

DFT (ωB97M-V/def2-TZVPD) results for the molecule C4H9N3O in a non-equilibrium geometry.

Values from the calculation:
Highest occupied orbital energy: -9.06 eV
Energy relative to the best compared isomer or geometry (same formula, charge and spin): 65.4 kcal per mole
Structure (SMILES): C[C@H]1N2C(N)(N)[C@@]12O
Kohn-Sham gap: 10.05 eV

Last column: Mulliken charge in e.
Geometry (Å):
C -2.16 0.30 0.13  -1.36
C 0.14 -1.00 0.21  -0.35
C 0.91 0.25 -0.05  1.08
N 2.32 -0.01 -0.20  -0.68
N 0.68 1.50 0.60  -0.61
C -1.17 -0.73 -0.35  0.38
O 0.68 -2.22 0.43  -0.55
N 0.12 -0.29 -1.15  -0.80
H 1.64 -2.12 0.38  0.36
H 2.51 -0.25 -1.17  0.23
H 2.86 0.81 0.05  0.31
H 0.48 2.24 -0.06  0.25
H -0.07 1.46 1.28  0.30
H -1.63 -1.61 -0.79  0.42
H -1.87 1.32 -0.12  0.40
H -3.11 0.14 -0.39  0.35
H -2.34 0.21 1.20  0.29

=====

DFT (ωB97M-V/def2-TZVPD) results for the molecule CH3ClFP in a non-equilibrium geometry.

Values from the calculation:
Highest occupied orbital energy: -9.84 eV
Energy relative to the best compared isomer or geometry (same formula, charge and spin): 0.0 kcal per mole
Structure (SMILES): CP(F)Cl
Kohn-Sham gap: 10.88 eV

Last column: Mulliken charge in e.
Geometry (Å):
C 0.77 -0.11 -0.09  -0.89
F -1.15 1.48 0.55  -0.27
P -0.93 0.38 -0.65  0.40
Cl -1.98 -1.13 0.17  -0.19
H 1.09 -0.99 -0.65  0.34
H 0.76 -0.33 0.97  0.30
H 1.45 0.71 -0.29  0.30

=====

DFT (ωB97M-V/def2-TZVPD) results for a structure of composition C34H28N6OP2S2Se2Ti in a non-equilibrium geometry.

Values from the calculation:
Highest occupied orbital energy (alpha / beta): -5.27 / -5.24 eV
Energy relative to the best compared isomer or geometry (same formula, charge and spin): 36.1 kcal per mole
Net charge: -1
2S+1: 2
Kohn-Sham gap (alpha / beta): 7.55 / 5.65 eV

Last column: Löwdin spin population.
Geometry (Å):
Ti -2.43 -2.30 -0.36  0.01
C -4.02 -6.31 0.91  0.02
C -3.12 -5.35 0.18  0.21
S -3.81 -4.33 -0.99  0.19
C -1.75 -5.31 0.47  0.17
C -1.10 -6.23 1.47  0.01
S -0.75 -4.17 -0.27  0.29
H -5.04 -6.23 0.53  0.00
H -4.03 -6.07 1.98  0.01
H -3.69 -7.35 0.79  0.01
H -1.79 -6.98 1.85  0.00
H -0.74 -5.63 2.31  0.00
H -0.24 -6.72 1.02  0.00
Se 2.41 0.77 -4.75  0.00
P 1.84 1.05 -2.75  0.00
C 3.25 0.68 -1.65  0.00
C 3.95 1.63 -0.92  0.00
C 5.06 1.26 -0.17  0.00
C 5.47 -0.07 -0.16  0.00
C 4.78 -1.02 -0.90  0.00
C 3.68 -0.65 -1.65  0.00
C 1.28 2.75 -2.45  0.00
C 2.16 3.80 -2.73  0.00
C 1.74 5.11 -2.57  0.00
C 0.43 5.37 -2.17  0.00
C -0.45 4.33 -1.93  0.00
C -0.03 3.01 -2.07  0.00
C 0.51 -0.05 -2.17  0.00
C -0.24 -0.23 -1.01  0.00
N -1.04 -1.30 -1.32  0.00
N -0.79 -1.74 -2.56  0.00
N 0.13 -1.00 -3.08  0.00
P -0.58 0.36 0.71  0.00
Se -2.68 -2.29 1.93  0.03
C 0.86 -0.38 1.60  0.00
C 1.50 -1.53 1.16  0.00
C 2.52 -2.10 1.91  0.00
C 2.91 -1.54 3.12  0.00
C 2.25 -0.40 3.58  0.00
C 1.24 0.17 2.83  0.00
C -0.09 2.13 0.80  0.00
C -1.08 3.06 1.10  0.00
C -0.77 4.41 1.23  0.00
C 0.54 4.84 1.06  0.00
C 1.54 3.92 0.77  0.00
C 1.22 2.57 0.65  0.00
H 3.63 2.67 -0.93  0.00
H 5.59 2.00 0.41  0.00
H 6.33 -0.36 0.43  0.00
H 5.11 -2.05 -0.90  0.00
H 3.14 -1.38 -2.24  0.00
H 3.16 3.59 -3.09  0.00
H 2.42 5.93 -2.78  0.00
H 0.10 6.40 -2.05  0.00
H -1.47 4.53 -1.63  0.00
H -0.72 2.21 -1.87  0.00
H 1.22 -1.99 0.23  0.00
H 3.02 -3.00 1.55  0.00
H 3.71 -1.98 3.70  0.00
H 2.53 0.04 4.53  0.00
H 0.73 1.05 3.20  0.00
H -2.10 2.72 1.22  0.00
H -1.56 5.12 1.46  0.00
H 0.78 5.89 1.16  0.00
H 2.56 4.25 0.63  0.00
H 2.00 1.85 0.46  0.00
N -5.79 -1.66 0.42  0.00
C -4.86 -0.89 -0.16  0.00
O -3.98 -1.51 -0.91  0.02
C -4.90 0.50 -0.05  0.00
C -5.93 1.12 0.71  0.00
N -6.77 1.62 1.33  0.00
C -3.92 1.30 -0.68  0.00
N -3.14 1.98 -1.20  0.00
H -5.55 -2.63 0.51  0.00
H -6.33 -1.25 1.16  0.00

=====

DFT (ωB97M-V/def2-TZVPD) results for a structure of composition C4H12BCsO2S in a non-equilibrium geometry.

Values from the calculation:
Highest occupied orbital energy (alpha / beta): -0.76 / -5.12 eV
Net charge: -1
2S+1: 2
Kohn-Sham gap (alpha / beta): 2.95 / 7.54 eV

Last column: Löwdin spin population.
Geometry (Å):
Cs 2.85 -1.85 1.16  0.86
B 1.00 -3.04 -2.00  0.02
H 1.08 -2.35 -1.17  0.01
H 0.45 -3.92 -1.69  0.00
H 0.41 -2.68 -2.82  0.00
H 1.96 -3.39 -2.33  0.00
C -1.18 0.33 1.33  0.01
C 0.00 1.31 1.84  0.02
C 0.84 1.46 0.55  0.02
S -0.43 1.73 -0.79  0.01
O -0.06 0.94 -1.95  0.00
O -0.62 3.20 -0.86  0.00
C -1.77 0.95 0.10  0.00
H -1.92 0.15 2.12  0.00
H -0.80 -0.67 1.15  0.01
H 0.53 0.75 2.61  0.03
H -0.42 2.26 2.19  0.00
H 1.38 0.55 0.27  0.01
H 1.53 2.29 0.41  0.00
H -2.36 0.30 -0.55  0.00
H -2.48 1.70 0.44  0.00

=====

DFT (ωB97M-V/def2-TZVPD) results for a cluster of 2 separate species, H4O2 in total in a non-equilibrium geometry.

Values from the calculation:
Highest occupied orbital energy: -11.14 eV
Energy relative to the best compared isomer or geometry (same formula, charge and spin): 6.3 kcal per mole
Structure (SMILES): O.O
Kohn-Sham gap: 11.84 eV

Last column: Mulliken charge in e.
Geometry (Å):
H 1.47 -0.17 -0.11  0.35
H 1.53 1.35 0.20  0.32
H -0.64 -0.38 -0.06  0.32
H -2.03 -0.62 -0.11  0.33
O 0.97 0.72 -0.30  -0.70
O -1.30 -0.90 0.38  -0.61